Molecular formula: C17H17ClN2O3
Method: DFT, ωB97M-V with the def2-TZVPD basis set

The geometry in XYZ format:
```
40
Properties=species:S:1:pos:R:3:forces:R:3
O 2.2772 1.6390 -1.5163 0.206 -0.090 -0.419
C 1.6157 1.8608 -0.5189 -0.438 0.520 0.337
C 0.4995 2.9211 -0.5208 0.224 -0.033 0.063
N -0.8025 2.2883 -0.5836 0.006 0.076 -0.245
C -1.3768 1.7382 0.5113 -0.095 0.129 -0.213
O -0.8566 1.7962 1.6161 -0.037 -0.036 0.225
C -2.6708 1.0442 0.2728 -0.245 -0.156 0.103
C -2.9753 -0.0558 1.0707 0.098 0.158 -0.073
C -4.1541 -0.7519 0.8897 -0.086 -0.006 -0.057
C -5.0452 -0.3332 -0.0875 0.226 0.179 0.011
Cl -6.5228 -1.1923 -0.3210 -0.150 -0.088 -0.021
C -4.7674 0.7746 -0.8758 -0.115 -0.116 -0.013
C -3.5794 1.4578 -0.6974 0.145 -0.076 0.132
N 1.7423 1.2498 0.6672 -0.024 -0.184 0.537
C 2.5783 0.0864 0.9402 0.359 0.048 -0.234
C 4.0362 0.3180 0.4591 -0.085 0.111 0.304
O 4.2808 -0.0670 -0.8554 0.057 -0.042 -0.488
C 1.9856 -1.1960 0.3827 -0.089 0.044 0.054
C 0.6676 -1.2538 -0.0500 0.070 0.028 0.047
C 0.1318 -2.4335 -0.5366 -0.083 -0.090 -0.042
C 0.9091 -3.5755 -0.5998 -0.102 -0.042 -0.045
C 2.2226 -3.5290 -0.1651 0.083 -0.052 0.071
C 2.7561 -2.3516 0.3262 -0.104 -0.001 0.012
H 0.6239 3.5655 -1.3911 0.045 -0.090 0.113
H 0.5491 3.5134 0.3966 -0.007 -0.002 -0.140
H -1.1648 2.0676 -1.4971 -0.037 -0.067 0.108
H -2.2710 -0.3584 1.8307 0.057 -0.022 0.069
H -4.3851 -1.6097 1.5009 -0.041 -0.082 0.036
H -5.4783 1.0970 -1.6202 -0.079 0.010 -0.047
H -3.3806 2.3334 -1.2977 0.014 0.080 -0.056
H 1.0352 1.4695 1.3644 0.070 0.083 -0.206
H 2.6099 0.0036 2.0340 0.009 0.070 -0.141
H 4.7143 -0.2706 1.0822 -0.065 0.069 0.022
H 4.2701 1.3829 0.6163 -0.022 -0.165 0.098
H 3.6715 0.4468 -1.4200 0.114 -0.091 0.182
H 0.0391 -0.3772 -0.0065 0.013 0.077 -0.004
H -0.8977 -2.4548 -0.8654 -0.080 -0.014 -0.034
H 0.4939 -4.4954 -0.9837 -0.025 -0.077 -0.036
H 2.8376 -4.4156 -0.2090 0.057 -0.075 -0.009
H 3.7813 -2.3329 0.6580 0.156 0.016 0.000
```
Forces are in eV/Å.

Results
Highest occupied orbital energy: -9.11 eV
Energy relative to the best compared isomer or geometry (same formula, charge and spin): 9.5 kcal per mole
Total energy: -1453.48884 Ha
Orbital gap: 9.26 eV
SMILES string: O=C(CNC(=O)c1ccc(Cl)cc1)N[C@H](CO)c1ccccc1